# 1
Density functional theory data (wB97M-V/def2-TZVPD) for a structure of composition C39H33Cl3N5PRuSSi.

Cartesian coordinates (Å):
Ru: -1.06 0.41 -0.37
N: 0.16 -1.63 -0.33
C: 0.99 -1.91 -1.49
C: 1.36 -3.21 -1.82
C: 2.15 -3.44 -2.94
C: 2.56 -2.38 -3.74
C: 2.19 -1.08 -3.41
C: 1.40 -0.84 -2.29
P: 0.83 0.81 -1.78
C: 1.05 1.80 -3.27
C: 0.13 1.64 -4.31
C: 0.27 2.37 -5.48
C: 1.34 3.26 -5.61
C: 2.26 3.41 -4.58
C: 2.11 2.68 -3.41
C: 2.02 1.37 -0.56
C: 3.28 0.67 -0.28
C: 4.39 1.44 0.51
C: 3.82 2.59 1.29
C: 2.53 2.89 1.34
C: 1.48 2.04 0.67
H: -0.63 -2.26 -0.30
H: 0.68 -1.79 0.52
H: 1.03 -4.04 -1.20
H: 2.43 -4.45 -3.20
H: 3.17 -2.56 -4.61
H: 2.49 -0.25 -4.04
H: -0.71 0.96 -4.19
H: -0.45 2.26 -6.28
H: 1.45 3.83 -6.53
H: 3.08 4.11 -4.69
H: 2.82 2.82 -2.60
H: 3.69 0.15 -1.14
H: 5.24 1.77 -0.08
H: 4.53 3.22 1.82
H: 2.18 3.75 1.90
H: 0.57 2.60 0.49
C: 5.02 -0.05 2.72
C: 4.63 0.07 1.28
C: 3.18 -0.30 0.94
C: 2.27 0.20 2.05
C: 2.66 0.13 3.31
C: 4.07 -0.14 3.66
N: 1.06 0.86 1.62
N: 0.34 1.30 2.69
C: -1.01 1.45 2.59
C: -1.61 1.99 3.75
C: -2.97 1.96 3.91
C: -3.75 1.37 2.92
C: -3.12 0.92 1.77
N: -1.79 0.98 1.58
H: 6.07 -0.12 2.98
H: 5.31 -0.52 0.67
H: 2.98 -1.35 0.70
H: 1.99 0.45 4.10
H: 4.34 -0.28 4.70
H: -0.95 2.39 4.51
H: -3.44 2.36 4.80
H: -4.82 1.29 3.01
H: -3.69 0.52 0.95
C: -1.18 -1.92 3.06
C: -2.40 -2.35 2.28
C: -3.36 -3.19 2.91
C: -4.47 -3.55 2.22
C: -4.66 -3.08 0.89
C: -5.81 -3.40 0.13
C: -5.95 -2.91 -1.13
C: -4.96 -2.08 -1.68
C: -3.82 -1.74 -0.97
S: -2.67 -0.70 -1.78
C: -3.66 -2.25 0.35
N: -2.54 -1.92 1.06
H: -0.66 -2.78 3.48
H: -1.48 -1.28 3.90
H: -0.50 -1.35 2.43
H: -3.19 -3.53 3.92
H: -5.23 -4.19 2.66
H: -6.57 -4.04 0.57
H: -6.83 -3.15 -1.72
H: -5.08 -1.69 -2.69
Cl: -3.26 3.50 0.17
Si: -1.91 2.55 -1.09
Cl: -2.87 2.50 -2.91
Cl: -0.50 4.07 -1.32

Calculated values
E (a.u.): -4284.0879
Charge: +1
HOMO level (spin up / spin down) (eV): -9.9 / -10.5
Multiplicity: 6

Mulliken atomic charge list, values in e, 2 entries: Ru 2.392; N -0.398

***

# 2
Density functional theory data (wB97M-V/def2-TZVPD) for a cluster of 2 separate species, C4H2INS in total.

Cartesian coordinates (Å):
C: 1.29 0.92 -0.16
C: 2.34 1.06 -0.72
C: -1.25 -1.82 -0.49
C: -0.87 0.22 1.35
N: -1.77 -2.05 -1.50
S: -0.56 -1.48 1.09
I: -2.10 1.49 0.18
H: -0.08 0.86 1.77
H: 3.00 0.80 -1.51

Calculated values
E (a.u.): -903.9602
Charge: 0
HOMO level (spin up / spin down) (eV): -9.1 / -9.1

Mulliken atomic charge list, values in e, 2 entries: C -0.248; C -0.497

***

# 3
Density functional theory data (wB97M-V/def2-TZVPD) for a structure of composition C31H36BrCaN2O4S2Sb.

Cartesian coordinates (Å):
Ca: -0.56 -0.36 -0.04
C: 3.45 0.06 1.60
C: 2.24 -0.71 1.12
O: 1.15 -0.12 1.13
C: 2.38 -2.08 0.73
C: 3.59 -2.78 0.94
C: 3.69 -4.13 0.72
C: 2.56 -4.85 0.31
C: 1.38 -4.21 0.06
C: 1.25 -2.80 0.20
O: 0.17 -2.22 -0.15
H: 3.19 1.12 1.64
H: 4.31 -0.07 0.95
H: 3.73 -0.27 2.60
H: 4.47 -2.25 1.28
H: 4.63 -4.64 0.88
H: 2.62 -5.92 0.17
H: 0.50 -4.75 -0.26
S: -2.50 0.80 1.46
C: -1.60 2.01 2.16
N: -0.33 2.24 1.76
C: 0.52 3.06 2.39
C: 0.12 3.76 3.49
C: -1.23 3.65 3.89
C: -2.08 2.80 3.24
H: -0.03 1.79 0.89
H: 1.52 3.12 1.99
H: 0.80 4.39 4.02
H: -1.59 4.22 4.73
H: -3.11 2.68 3.52
C: -5.26 -1.00 -1.59
C: -4.61 -2.35 -1.82
Sb: -2.54 -2.34 -1.10
C: -1.85 -4.02 -2.32
C: -2.48 -5.36 -1.98
C: -2.91 -3.41 0.77
C: -2.27 -2.75 1.97
H: -6.30 -1.02 -1.93
H: -4.73 -0.22 -2.14
H: -5.25 -0.73 -0.53
H: -4.60 -2.59 -2.88
H: -5.17 -3.14 -1.31
H: -0.76 -4.08 -2.22
H: -2.08 -3.75 -3.35
H: -2.19 -5.68 -0.99
H: -2.16 -6.13 -2.69
H: -3.56 -5.29 -2.02
H: -2.51 -4.42 0.66
H: -3.99 -3.47 0.91
H: -1.19 -2.68 1.84
H: -2.46 -3.33 2.88
H: -2.67 -1.75 2.12
Br: 6.08 -0.16 -1.87
C: 4.21 -0.21 -2.22
C: 3.71 -1.21 -3.04
C: 2.35 -1.27 -3.27
C: 1.50 -0.34 -2.69
C: 2.02 0.65 -1.87
C: 3.38 0.73 -1.64
C: 1.10 1.59 -1.12
O: 1.58 2.58 -0.55
O: -0.11 1.26 -1.06
H: 4.38 -1.93 -3.49
H: 1.95 -2.04 -3.91
H: 0.44 -0.36 -2.90
H: 3.77 1.51 -1.01
S: -2.18 4.21 -0.26
C: -1.01 5.36 -0.06
N: 0.31 5.00 -0.10
C: 1.32 5.88 0.03
C: 1.08 7.21 0.22
C: -0.27 7.64 0.28
C: -1.28 6.74 0.16
H: 0.55 4.02 -0.30
H: 2.31 5.46 -0.01
H: 1.88 7.92 0.31
H: -0.48 8.69 0.44
H: -2.31 7.04 0.22

Calculated values
E (a.u.): -5901.7265
Charge: 0
HOMO level (eV): -7.2

Mulliken atomic charge list, values in e, 2 entries: Ca 1.344; C -1.669